Entry 1:
Molecular formula: C16H34O14V
Method: DFT, ωB97M-V/def2-TZVPD

Geometry as ORCA input:
```
! RIJCOSX wB97M-V def2-TZVPD def2/J DEFGRID3
* xyz 0 4
V -0.44 0.05 0.07
C -3.04 0.08 -3.11
C -1.63 -0.44 -2.88
O -1.37 -0.85 -1.60
H -3.21 0.44 -4.12
H -3.23 0.89 -2.40
H -3.78 -0.69 -2.88
H -0.90 0.34 -3.21
H -1.44 -1.24 -3.63
C -3.23 -2.01 1.06
C -3.12 -0.66 1.76
O -1.92 -0.02 1.59
H -4.21 -2.48 1.25
H -2.47 -2.72 1.41
H -3.16 -1.94 -0.03
H -3.31 -0.86 2.84
H -3.98 -0.06 1.39
C -0.06 -0.71 3.86
O 1.22 -0.03 3.87
C 1.55 0.67 2.80
O 1.04 0.58 1.71
O 2.58 1.47 3.00
C 3.03 1.71 4.35
H -0.03 -1.40 4.70
H -0.29 -1.18 2.91
H -0.85 0.00 4.09
H 2.32 2.34 4.88
H 4.00 2.19 4.25
H 3.18 0.79 4.90
C -0.40 4.69 -2.63
O 0.06 3.80 -1.65
C -0.79 3.08 -0.97
O -0.45 2.24 -0.17
O -2.05 3.41 -1.18
C -2.98 2.84 -0.25
H -0.79 5.62 -2.18
H -1.20 4.29 -3.25
H 0.40 4.97 -3.31
H -2.57 2.77 0.75
H -3.25 1.83 -0.54
H -3.87 3.46 -0.29
C -0.66 -3.90 -0.95
O 0.58 -4.17 -0.26
C 1.14 -3.14 0.31
O 0.67 -2.03 0.39
O 2.33 -3.49 0.77
C 3.24 -2.45 1.04
H -0.44 -3.49 -1.93
H -1.31 -3.24 -0.41
H -1.16 -4.86 -1.10
H 3.96 -2.80 1.78
H 2.79 -1.53 1.43
H 3.80 -2.17 0.14
C 3.64 1.69 -0.43
O 3.65 0.40 -1.04
C 2.48 -0.08 -1.41
O 1.42 0.41 -1.07
O 2.64 -1.12 -2.19
C 1.45 -1.71 -2.72
H 3.13 1.65 0.53
H 3.13 2.39 -1.08
H 4.68 1.96 -0.29
H 1.22 -1.25 -3.68
H 0.58 -1.55 -2.08
H 1.67 -2.76 -2.89
*
```

Results
Kohn-Sham gap (alpha / beta): 0.240 / 0.287 Ha
Electronic energy: -2627.4398 Ha
LUMO energy (alpha / beta): 0.50 / 0.50 eV
Strongest force on any atom: 1.88 eV/A
Molar mass: 501.38 g mol⁻¹

Atomic partial charges in e from the Löwdin method, atoms 1 to 4: 0.89 -0.09 -0.48 -0.37

=====

Entry 2:
Molecular formula: C16H35Br2O4S
Method: DFT, ωB97M-V/def2-TZVPD

Geometry as ORCA input:
```
! RIJCOSX wB97M-V def2-TZVPD def2/J DEFGRID3
* xyz 1 1
C 7.50 0.32 1.46
C 6.09 -0.55 1.70
Br 4.39 0.53 1.54
C 6.07 -2.00 2.02
Br 7.79 -3.08 2.24
S 4.48 -3.03 2.25
C 3.32 -2.78 0.80
C 1.74 -2.61 1.20
C 1.43 -1.54 2.40
C 0.50 -2.34 3.52
C 0.53 -0.23 1.93
H 8.42 -0.37 1.20
H 7.31 0.99 0.49
H 7.66 0.98 2.42
H 3.93 -2.54 3.47
H 3.69 -1.92 0.07
H 3.39 -3.78 0.14
H 1.28 -3.69 1.37
H 1.20 -2.19 0.22
H 2.38 -1.10 2.93
H -0.62 -1.98 3.53
H 0.97 -2.12 4.59
H 0.49 -3.50 3.39
H -0.11 -0.42 0.96
H 1.31 0.66 1.82
H -0.18 0.10 2.83
C -2.89 -0.28 -4.55
O -1.66 -1.00 -4.51
C -0.63 -0.27 -3.84
C -0.44 -0.77 -2.40
O -1.58 -0.48 -1.60
C -2.42 -1.62 -1.42
H -3.69 -0.98 -4.82
H -3.14 0.16 -3.58
H -2.83 0.51 -5.31
H -0.83 0.81 -3.87
H 0.30 -0.45 -4.40
H 0.41 -0.23 -1.96
H -0.20 -1.84 -2.38
H -1.97 -2.30 -0.70
H -2.59 -2.15 -2.36
H -3.38 -1.28 -1.03
C -5.51 3.54 -0.08
O -4.73 2.61 0.67
C -3.95 1.76 -0.17
C -2.49 2.23 -0.24
O -2.39 3.49 -0.91
C -2.24 4.57 0.01
H -5.87 4.32 0.61
H -4.93 4.02 -0.87
H -6.38 3.03 -0.51
H -4.39 1.68 -1.17
H -3.98 0.76 0.28
H -1.92 1.50 -0.84
H -2.04 2.27 0.75
H -1.21 4.58 0.40
H -2.94 4.50 0.84
H -2.42 5.50 -0.53
*
```

Results
Kohn-Sham gap: 0.236 Ha
Electronic energy: -6477.2340 Ha
LUMO energy: -4.20 eV
Strongest force on any atom: 4.07 eV/A
Molar mass: 483.33 g mol⁻¹

Atomic partial charges in e from the Löwdin method, atoms 1 to 4: -0.12 -0.61 0.72 -0.82